{"formula": "C37H34BBrN13O3Y", "method": "the ωB97M-V functional and the def2-TZVPD basis", "species": ["Y", "C", "C", "C", "C", "N", "N", "B", "N", "C", "C", "C", "C", "N", "N", "C", "C", "C", "C", "N", "N", "C", "C", "C", "C", "N", "H", "H", "H", "H", "H", "H", "H", "H", "H", "H", "H", "H", "H", "H", "H", "H", "H", "H", "H", "H", "O", "N", "O", "C", "C", "C", "C", "C", "C", "N", "C", "C", "N", "C", "C", "C", "C", "H", "H", "H", "H", "H", "H", "H", "O", "C", "C", "C", "C", "C", "C", "C", "N", "C", "C", "N", "H", "H", "H", "H", "H", "H", "H", "Br"], "positions_angstrom": [[-0.87871, -0.18261, -0.46998], [-2.42251, 1.21179, 2.85552], [-1.36041, 1.99229, 2.16982], [-0.72651, 3.12719, 2.68592], [0.09239, 3.56859, 1.67512], [-0.05091, 2.74599, 0.62142], [-0.93141, 1.76329, 0.92462], [0.50309, 2.97809, -0.81258], [-0.65431, 2.82089, -1.82558], [-1.05401, 3.69759, -2.76448], [-2.05361, 3.11769, -3.50668], [-2.21451, 1.83679, -2.96438], [-3.16951, 0.79379, -3.41668], [-1.36201, 1.67089, -1.95078], [1.55249, 1.90179, -1.17028], [2.84259, 2.05739, -1.51768], [3.26149, 0.91429, -2.15708], [2.13779, 0.07899, -2.18798], [1.99509, -1.18591, -2.96068], [1.12449, 0.66759, -1.55168], [1.04119, 4.39299, -0.86108], [0.30019, 5.51129, -0.64548], [1.14539, 6.59079, -0.65598], [2.42399, 6.04729, -0.89258], [3.72099, 6.75659, -1.00708], [2.32639, 4.73419, -0.99838], [-2.26361, 1.22749, 3.93132], [-3.38741, 1.67729, 2.65362], [-2.47501, 0.18509, 2.50542], [-0.86251, 3.56119, 3.65462], [0.76189, 4.40519, 1.65512], [-0.60691, 4.66559, -2.86578], [-2.59351, 3.54539, -4.32538], [-3.38671, 0.92259, -4.47408], [-2.75761, -0.19921, -3.24478], [-4.10931, 0.87869, -2.86958], [3.34759, 2.98169, -1.31188], [4.22579, 0.71689, -2.57688], [2.62009, -1.98111, -2.55488], [0.95279, -1.50001, -2.99008], [2.32189, -1.00011, -3.98408], [-0.75851, 5.45599, -0.48868], [0.89129, 7.62039, -0.51928], [3.58249, 7.82359, -0.86458], [4.42039, 6.38559, -0.26078], [4.16269, 6.58389, -1.98618], [0.43829, -4.03341, 6.73442], [-0.43531, -3.97771, 5.90272], [-1.44971, -4.63121, 5.92662], [-0.21211, -3.04831, 4.79542], [0.92469, -2.30391, 4.87692], [1.26579, -1.36031, 3.87972], [2.42689, -0.57401, 3.96462], [2.68799, 0.32959, 2.96662], [1.79199, 0.42829, 1.89852], [0.70639, -0.31091, 1.77882], [0.43169, -1.20211, 2.74982], [-0.73761, -2.03581, 2.62092], [-1.44901, -1.93581, 1.48002], [-2.53951, -2.66851, 1.34952], [-3.04361, -3.47731, 2.37012], [-2.31871, -3.61771, 3.52882], [-1.09751, -2.92841, 3.66892], [1.58499, -2.43081, 5.72302], [3.09889, -0.69021, 4.79952], [3.55939, 0.96119, 3.00522], [1.99399, 1.13109, 1.10162], [-3.06811, -2.59591, 0.40782], [-3.99301, -3.97531, 2.24332], [-2.67991, -4.25331, 4.32132], [-1.62631, -1.71081, -1.93378], [-1.61351, -2.88501, -2.43148], [-2.59891, -3.25901, -3.39758], [-2.55591, -4.46591, -4.03728], [-1.55161, -5.38921, -3.73088], [-0.61891, -5.09261, -2.75848], [-0.61751, -3.87101, -2.08068], [0.40549, -3.56731, -1.10968], [0.65829, -2.38581, -0.54258], [1.81649, -2.54281, 0.15222], [2.25489, -3.83201, 0.05832], [1.35769, -4.47061, -0.73488], [-3.37731, -2.54381, -3.62078], [-3.29271, -4.70881, -4.78658], [-1.50971, -6.33311, -4.25248], [0.13709, -5.83161, -2.54258], [2.30589, -1.73111, 0.64892], [3.10909, -4.32121, 0.47782], [1.41029, -5.44341, -0.99128], [-3.65481, 0.02059, -0.17878]], "energy_ev": -136198.1824, "s_squared": 0.792, "de_lowest_kcal_mol": 19.39, "homo_ev": [-10.75, -10.74], "gap_ev": [7.2, 4.7], "spin_multiplicity": 2, "total_charge": 1}